Density functional theory data (ωB97M-V with the def2-TZVPD basis set) for 2 unconnected molecules or ions with the total composition C22H35N2O7P.

electronic energy = -1836.9710 Ha
HOMO-LUMO gap = 8.81 eV

Each line ends with the Mulliken charge.
Cartesian coordinates (Å):
O (0.058230, -2.443744, 3.542726)  -0.62
O (-1.796098, -3.521535, 0.560580)  -0.63
O (3.719677, 5.573240, 0.143637)  -0.73
O (3.642126, 0.679068, 1.082907)  -0.66
O (5.574540, 4.027866, -0.176696)  -0.52
O (3.643072, 3.404466, 1.432559)  -0.39
O (3.226247, 3.441137, -1.140550)  -0.30
C (-0.730347, -1.628617, 3.996410)  0.75
C (-2.135718, -3.217849, 1.698515)  0.39
C (-0.965419, -1.818311, -3.281175)  0.92
C (1.117190, 3.733277, -2.134993)  -1.60
C (-1.396472, -0.513640, -3.129709)  -0.47
C (0.205497, 2.986214, -2.863003)  1.49
C (1.883678, -0.781522, 0.337266)  -0.89
C (1.399200, 1.090641, 1.831087)  -0.65
C (0.515104, -1.115158, 0.316874)  -0.45
C (0.031738, 0.761401, 1.794975)  -0.58
C (2.327524, 0.323246, 1.096344)  0.91
C (-0.412192, -0.347696, 1.046233)  0.93
N (-2.370778, -4.215276, 2.561490)  -0.16
N (-1.899747, -1.314769, 3.430776)  0.05
C (-0.414306, -0.924665, 5.296202)  -1.55
C (-1.847207, -2.936989, -2.789943)  -1.25
C (0.362560, -2.189551, -3.893104)  -1.51
C (-0.451200, 3.662941, -4.044997)  -1.80
C (1.825989, 3.313708, -0.880583)  1.21
C (-2.965254, -4.155584, 3.896705)  -0.86
C (-0.708885, 0.725269, -3.646052)  -1.10
C (-0.188452, 1.568112, -2.471987)  0.45
C (-1.889433, -0.706752, 1.031109)  -1.76
C (-2.362281, -1.729704, 2.090854)  -0.06
P (4.027579, 4.134438, 0.079592)  0.83
H (4.181728, -0.046737, 0.756065)  0.26
H (5.666845, 4.729653, -0.832178)  0.34
H (3.839022, 2.468324, 1.246022)  0.32
H (1.343010, 4.741235, -2.469579)  0.29
H (-2.353026, -0.356421, -2.639714)  0.29
H (2.585673, -1.373124, -0.229266)  0.35
H (1.741138, 1.932037, 2.415604)  0.52
H (0.172371, -1.969469, -0.253542)  0.51
H (-0.677429, 1.356685, 2.350960)  0.54
H (-2.123584, -5.125264, 2.204301)  0.28
H (-2.463396, -0.638615, 3.915445)  0.26
H (-0.240163, 0.131061, 5.096998)  0.34
H (-1.241596, -1.044521, 5.992343)  0.40
H (0.487090, -1.363255, 5.722802)  0.38
H (-2.136479, -3.579231, -3.626951)  0.46
H (-2.757364, -2.556403, -2.316117)  0.27
H (-1.307305, -3.542973, -2.056328)  0.22
H (0.225245, -2.473822, -4.940008)  0.34
H (0.795941, -3.038886, -3.356840)  0.39
H (1.082283, -1.369641, -3.841214)  0.33
H (-0.169591, 3.159771, -4.975042)  0.33
H (-0.149701, 4.712000, -4.126144)  0.39
H (-1.539920, 3.633290, -3.939292)  0.36
H (1.480334, 3.956293, -0.060570)  0.40
H (1.593158, 2.285674, -0.605008)  -1.14
H (-3.410539, -5.121426, 4.140663)  0.36
H (-3.743998, -3.392644, 3.938432)  0.28
H (-2.192116, -3.933801, 4.634235)  0.22
H (0.112082, 0.492444, -4.328269)  0.39
H (-1.456588, 1.278396, -4.220070)  0.40
H (0.660825, 1.036362, -2.034829)  0.13
H (-0.970370, 1.635234, -1.708658)  0.24
H (-2.453758, 0.213592, 1.184805)  0.61
H (-2.158719, -1.059173, 0.034620)  -0.05
H (-3.447262, -1.640309, 2.112275)  0.61

Atoms 1-3, force components in eV/Å:
O -0.431 0.081 -0.367
O 0.061 0.758 0.032
O -0.428 -0.203 0.070